[1]
# C5H10N2O

One molecule with the formula C5H10N2O (ωB97M-V/def2-TZVPD, the OMol25 dataset).

Results
Spin multiplicity: 1
DFT total energy, hartree: -381.1560
Total charge: 0
Structure (SMILES): C[C@@H]1CN1/N=C\CO
Energy relative to the best compared isomer or geometry (same formula, charge and spin), kJ/mol: 339.7

Atoms and positions in Å:
C1 2.163 -0.926 -0.346
C2 1.255 -0.533 0.780
C3 0.159 -1.305 1.344
N1 -0.094 -0.114 0.438
N2 -0.693 0.947 1.109
C4 -1.521 1.521 0.304
C5 -1.714 1.254 -1.172
O1 -1.702 -0.064 -1.652
H1 1.899 -1.832 -0.853
H2 2.262 -0.102 -1.065
H3 3.190 -1.056 0.052
H4 1.666 0.199 1.494
H5 -0.139 -2.251 0.866
H6 -0.044 -1.221 2.417
H7 -1.980 2.366 0.771
H8 -2.794 1.561 -1.437
H9 -1.076 2.026 -1.617
H10 -0.836 -0.469 -1.434


[2]
# C2H5NO2PS

An isolated ion of composition C2H5NO2PS and charge -1 (ωB97M-V/def2-TZVPD, the OMol25 dataset).

Results
Spin multiplicity: 3
DFT total energy, hartree: -1023.9276
Total charge: -1
Expectation value of S²: 2.010
Energy relative to the best compared isomer or geometry (same formula, charge and spin), kJ/mol: 2.6

Atoms and positions in Å:
C1 0.152 0.434 0.325
C2 -1.241 0.183 -0.162
N1 1.024 -0.688 0.203
O1 0.648 -1.603 1.011
O2 -1.862 -0.774 0.734
P1 2.540 -0.258 -1.203
S1 2.248 1.505 -2.071
H1 0.678 1.267 -0.120
H2 0.001 0.628 1.453
H3 -1.168 -0.303 -1.104
H4 -1.898 1.007 -0.004
H5 -1.123 -1.399 0.937


[3]
# C14H39ClN11O6

A 7-piece molecular cluster, C14H39ClN11O6 overall (ωB97M-V/def2-TZVPD, the OMol25 dataset).

Results
Spin multiplicity: 2
DFT total energy, hartree: -2070.8041
Total charge: 0
Expectation value of S²: 0.755

Atoms and positions in Å:
Cl1 0.235 0.289 -1.328
C1 1.405 4.279 -2.192
O1 1.778 5.473 -2.208
N1 2.282 3.316 -2.509
N2 0.218 3.805 -1.790
H1 2.023 2.361 -2.302
H2 2.964 3.754 -3.110
H3 -0.474 4.420 -1.386
H4 0.263 2.800 -1.703
C2 -1.796 1.785 -4.746
O2 -2.569 1.908 -5.646
N3 -0.585 1.276 -4.805
N4 -1.981 2.258 -3.512
H5 -0.286 0.690 -5.572
H6 -0.065 1.370 -3.944
H7 -2.904 2.631 -3.343
H8 -1.244 2.118 -2.836
C3 -3.971 0.673 0.468
O3 -4.532 1.198 1.393
N5 -2.859 1.140 -0.080
N6 -4.309 -0.490 -0.052
H9 -2.524 0.768 -0.957
H10 -2.464 1.956 0.365
H11 -5.146 -0.933 0.298
H12 -3.835 -0.847 -0.869
C4 -2.141 -2.778 -2.306
O4 -2.811 -3.721 -2.709
N7 -2.014 -1.567 -2.816
N8 -1.422 -2.916 -1.235
H13 -2.363 -1.449 -3.756
H14 -1.331 -0.955 -2.392
H15 -1.522 -3.790 -0.738
H16 -0.974 -2.111 -0.821
C5 2.707 -0.980 -4.675
O5 3.148 -1.032 -5.889
N9 3.449 -0.323 -3.771
N10 1.477 -1.353 -4.292
H17 3.160 -0.334 -2.803
H18 4.174 0.336 -4.015
H19 1.143 -1.398 -3.340
H20 1.050 -1.853 -5.059
C6 1.078 -3.171 2.390
C7 0.401 -1.824 2.870
C8 0.044 -2.183 4.356
C9 -0.007 -0.980 5.334
C10 1.254 0.007 5.116
C11 1.513 0.341 3.638
N11 1.460 -0.800 2.728
O6 2.001 -0.696 1.417
C12 0.418 1.556 3.354
C13 2.956 0.853 3.727
C14 -0.813 -1.513 2.005
H21 1.154 -3.080 1.306
H22 0.550 -4.047 2.766
H23 2.107 -3.319 2.719
H24 -0.888 -2.726 4.510
H25 0.756 -2.918 4.732
H26 -0.128 -1.449 6.311
H27 -0.944 -0.424 5.294
H28 2.179 -0.301 5.605
H29 0.998 0.952 5.596
H30 0.318 1.675 2.275
H31 -0.557 1.270 3.748
H32 0.636 2.521 3.811
H33 3.311 1.352 4.628
H34 3.781 0.141 3.685
H35 3.149 1.442 2.831
H36 -1.535 -2.329 1.987
H37 -0.558 -1.334 0.960
H38 -1.309 -0.599 2.330
H39 1.325 -0.193 0.956


[4]
# C8H11NOS

One molecule with the formula C8H11NOS (ωB97M-V/def2-TZVPD, the OMol25 dataset).

Results
Spin multiplicity: 1
DFT total energy, hartree: -839.6126
Total charge: 0
Structure (SMILES): O[C@H]1C[C@@H]2C[C@H]1C[C@@H]2N=C=S
Energy relative to the best compared isomer or geometry (same formula, charge and spin), kJ/mol: 5.8

Atoms and positions in Å:
O1 -0.826 -1.953 1.097
C1 -1.252 -0.637 0.789
C2 -0.265 0.382 1.393
C3 0.129 1.259 0.192
C4 -1.163 1.255 -0.645
C5 -1.246 -0.286 -0.715
C6 0.133 -0.673 -1.285
C7 1.056 0.463 -0.751
N1 2.224 -0.028 -0.108
C8 3.198 -0.431 0.415
S1 4.520 -0.967 1.136
H1 -1.492 -2.578 0.776
H2 -2.266 -0.478 1.208
H3 0.595 -0.120 1.832
H4 -0.717 0.993 2.158
H5 0.543 2.238 0.426
H6 -1.049 1.718 -1.639
H7 -2.013 1.754 -0.087
H8 -2.087 -0.720 -1.297
H9 0.463 -1.647 -0.911
H10 0.136 -0.668 -2.399
H11 1.378 1.124 -1.584


[5]
# C16H17F4O6

An isolated ion of composition C16H17F4O6 and charge -1 (ωB97M-V/def2-TZVPD, the OMol25 dataset).

Results
Spin multiplicity: 1
DFT total energy, hartree: -1470.7514
Total charge: -1
Structure (SMILES): CCOC(=O)C(C(=O)OCC)(C(C)C)[C@@]1(F)C(=O)C(F)=C(F)C([O-])=C1F
Energy relative to the best compared isomer or geometry (same formula, charge and spin), kJ/mol: 96.7

Atoms and positions in Å:
C1 0.700 2.648 -2.632
C2 1.008 1.453 -1.781
O1 -0.297 0.911 -1.435
C3 -0.347 -0.389 -1.130
O2 0.630 -1.120 -1.100
C4 -1.703 -0.879 -0.734
C5 -2.837 0.062 -1.109
O3 -2.799 1.281 -1.237
O4 -3.988 -0.621 -1.349
C6 -5.025 -0.114 -2.275
C7 -5.685 1.144 -1.759
C8 -2.070 -2.336 -1.230
C9 -2.922 -2.988 -0.158
C10 -0.878 -3.229 -1.555
C11 -1.599 -0.281 1.021
F1 -2.872 -0.696 1.455
C12 -0.547 -1.256 1.565
O5 -0.768 -2.459 1.741
C13 0.718 -0.672 1.922
F2 1.622 -1.562 2.352
C14 1.024 0.646 1.802
F3 2.283 1.072 1.950
C15 0.030 1.647 1.425
O6 0.323 2.868 1.356
C16 -1.284 1.092 1.131
F4 -2.267 2.007 1.222
H1 1.616 3.229 -2.764
H2 0.408 2.351 -3.645
H3 -0.084 3.276 -2.199
H4 1.624 0.727 -2.352
H5 1.517 1.773 -0.853
H6 -4.583 0.092 -3.260
H7 -5.736 -0.945 -2.304
H8 -6.471 1.407 -2.479
H9 -6.133 0.951 -0.766
H10 -4.971 1.984 -1.703
H11 -2.673 -2.221 -2.167
H12 -3.878 -2.437 -0.120
H13 -3.073 -4.055 -0.400
H14 -2.336 -2.881 0.786
H15 -0.422 -2.876 -2.487
H16 -0.156 -3.229 -0.731
H17 -1.243 -4.255 -1.688


[6]
# C25H31ClIrN2O

C25H31ClIrN2O as an isolated structure (ωB97M-V/def2-TZVPD, the OMol25 dataset).

Results
Spin multiplicity: 6
DFT total energy, hartree: -1719.5663
Total charge: +2
Expectation value of S²: 8.776
Energy relative to the best compared isomer or geometry (same formula, charge and spin), kJ/mol: 105.8

Atoms and positions in Å:
C1 5.818 0.823 -4.050
C2 5.995 -0.556 -4.699
C3 5.688 1.898 -5.136
C4 7.020 1.132 -3.149
Cl1 4.320 0.819 -3.053
H1 6.592 1.918 -5.757
H2 5.560 2.890 -4.690
H3 4.833 1.692 -5.788
H4 6.901 -0.566 -5.317
H5 5.143 -0.798 -5.342
H6 6.096 -1.337 -3.938
H7 7.942 1.147 -3.745
H8 7.133 0.371 -2.370
H9 6.910 2.112 -2.672
C5 -1.762 0.162 -1.337
C6 -1.445 1.279 -2.172
C7 -0.125 1.060 -2.720
H10 -2.075 2.141 -2.369
C8 0.369 -0.191 -2.203
C9 -0.648 -0.738 -1.336
H11 -0.563 -1.654 -0.751
H12 -2.677 0.025 -0.769
H13 0.408 1.717 -3.394
H14 1.339 -0.636 -2.424
C10 1.055 1.307 1.416
C11 -0.090 2.178 1.439
C12 0.079 3.172 0.410
H15 -0.954 2.082 2.092
C13 1.350 2.919 -0.245
C14 1.955 1.776 0.395
H16 2.909 1.325 0.120
H17 1.211 0.434 2.041
H18 -0.628 3.958 0.140
H19 1.766 3.481 -1.076
Ir1 0.068 1.259 -0.606
C15 -4.298 -1.633 4.573
N1 -3.060 -1.133 3.984
N2 -2.669 -1.469 2.734
C16 -1.306 -1.153 2.577
O1 -0.653 -1.335 1.541
C17 -0.913 -0.633 3.861
C18 -1.992 -0.690 4.698
C19 -2.131 -0.368 6.140
C20 -3.569 -1.788 1.687
C21 -4.827 -1.172 1.594
C22 -5.692 -1.512 0.553
C23 -5.297 -2.450 -0.408
C24 -4.032 -3.046 -0.330
C25 -3.171 -2.716 0.714
H20 -4.946 -2.070 3.817
H21 -4.832 -0.802 5.046
H22 -4.068 -2.393 5.331
H23 0.094 -0.310 4.069
H24 -3.006 0.271 6.344
H25 -2.234 -1.283 6.743
H26 -1.232 0.164 6.470
H27 -5.126 -0.426 2.336
H28 -6.671 -1.029 0.487
H29 -5.970 -2.696 -1.229
H30 -3.710 -3.761 -1.087
H31 -2.183 -3.167 0.807


[7]
# C14H24BN2O

A 2-piece molecular cluster, C14H24BN2O overall (ωB97M-V/def2-TZVPD, the OMol25 dataset).

Results
Spin multiplicity: 1
DFT total energy, hartree: -757.3471
Total charge: -1

Atoms and positions in Å:
B1 -5.042 0.706 -1.217
C1 -3.961 -0.217 -1.852
C2 -4.192 -1.571 -1.909
C3 -3.229 -2.389 -2.416
C4 -2.079 -1.829 -2.874
N1 -1.825 -0.533 -2.879
C5 -2.768 0.230 -2.353
H1 -4.920 1.157 -0.122
H2 -6.048 0.924 -1.819
H3 -5.130 -1.966 -1.545
H4 -3.384 -3.453 -2.441
H5 -1.319 -2.486 -3.280
H6 -2.573 1.296 -2.328
C6 1.106 2.080 2.490
C7 2.059 0.987 1.967
C8 1.538 -0.387 2.418
C9 0.281 -0.870 1.693
C10 0.168 -0.314 0.267
C11 1.503 0.133 -0.351
N2 2.100 1.133 0.508
O1 3.322 1.615 0.013
C12 1.167 0.795 -1.687
C13 2.385 -1.096 -0.638
C14 3.409 1.187 2.647
H7 1.478 3.066 2.207
H8 1.016 2.054 3.588
H9 0.104 1.969 2.072
H10 2.329 -1.128 2.272
H11 1.352 -0.375 3.499
H12 0.291 -1.965 1.665
H13 -0.614 -0.597 2.260
H14 -0.314 -1.061 -0.374
H15 -0.510 0.545 0.274
H16 0.585 1.706 -1.527
H17 0.574 0.124 -2.315
H18 2.067 1.062 -2.240
H19 1.869 -1.793 -1.311
H20 2.644 -1.649 0.268
H21 3.314 -0.795 -1.122
H22 3.291 1.108 3.735
H23 3.826 2.168 2.428
H24 4.129 0.431 2.329


[8]
# C18H28NNiO5P2

C18H28NNiO5P2 as an isolated structure (ωB97M-V/def2-TZVPD, the OMol25 dataset).

Results
Spin multiplicity: 3
DFT total energy, hartree: -3324.4207
Total charge: +1
Expectation value of S²: 2.050
Energy relative to the best compared isomer or geometry (same formula, charge and spin), kJ/mol: 0.0

Atoms and positions in Å:
Ni1 -0.010 -0.023 -0.599
P1 -2.092 -0.005 -0.642
C1 -2.118 0.541 -2.444
C2 -0.895 1.303 -2.874
N1 0.195 1.153 -2.092
C3 1.449 1.448 -2.501
C4 1.576 2.222 -3.648
C5 0.435 2.551 -4.381
C6 -0.838 2.034 -4.065
C7 2.552 0.848 -1.640
P2 2.150 -0.707 -0.881
H1 -1.724 2.114 -4.700
H2 2.574 2.580 -3.907
H3 0.525 3.136 -5.298
H4 3.473 0.766 -2.229
H5 2.645 1.603 -0.852
H6 -2.140 -0.382 -3.068
H7 -3.095 0.963 -2.714
H8 -0.924 -2.133 -3.027
O1 -1.377 -2.035 -3.791
H9 -2.199 -2.568 -3.578
H10 0.541 -1.879 -1.023
O2 -0.016 -2.717 -1.463
H11 -0.112 -3.722 -1.486
C8 2.865 -1.950 -1.891
H12 3.869 -1.652 -2.168
H13 2.888 -2.893 -1.351
H14 2.262 -2.096 -2.777
C9 2.872 -0.738 0.755
H15 2.379 -1.509 1.351
H16 3.931 -0.947 0.693
H17 2.686 0.207 1.262
C10 -2.766 1.481 0.120
H18 -3.763 1.647 -0.245
H19 -2.802 1.373 1.213
H20 -2.156 2.356 -0.091
C11 -3.183 -1.403 -0.420
H21 -3.409 -1.466 0.651
H22 -4.108 -1.249 -0.981
H23 -2.654 -2.305 -0.743
O3 -0.534 4.072 3.219
C12 -0.411 3.314 4.236
C13 -0.799 3.744 5.536
C14 -0.634 2.971 6.656
C15 -0.073 1.678 6.479
C16 0.251 1.168 5.215
C17 0.044 1.940 4.096
C18 0.391 1.369 2.802
O4 0.611 0.175 2.655
O5 0.427 2.250 1.802
H24 0.084 3.170 2.151
H25 -1.202 4.736 5.627
H26 -0.855 3.364 7.654
H27 0.073 1.066 7.361
H28 0.608 0.123 5.101


[9]
# C10H12ClO2S

An isolated ion of composition C10H12ClO2S and charge -1 (ωB97M-V/def2-TZVPD, the OMol25 dataset).

Results
Spin multiplicity: 1
DFT total energy, hartree: -1397.0905
Total charge: -1
Energy relative to the best compared isomer or geometry (same formula, charge and spin), kJ/mol: 124.0

Atoms and positions in Å:
C1 0.009 -3.568 0.527
C2 1.065 -2.703 0.070
C3 -1.131 -2.982 1.043
C4 0.935 -1.359 0.141
C5 -1.262 -1.594 1.059
C6 -0.276 -0.781 0.552
C7 0.163 2.752 -2.411
C8 -0.090 1.459 -1.686
C9 0.362 1.561 -0.168
C10 -0.319 0.577 0.713
O1 -0.416 0.738 3.517
O2 1.593 1.193 2.185
S1 0.135 1.461 2.369
Cl1 -2.366 1.404 0.680
H1 0.021 -4.628 0.430
H2 1.924 -3.256 -0.447
H3 -1.823 -3.476 1.655
H4 1.553 -0.717 -0.378
H5 -2.127 -1.058 1.452
H6 -0.358 3.457 -1.871
H7 1.250 3.038 -2.563
H8 -0.186 2.696 -3.451
H9 0.531 0.678 -2.049
H10 -1.159 1.231 -1.593
H11 1.547 1.374 -0.085
H12 0.425 2.506 0.310


[10]
# CH7N2

A 2-piece molecular cluster, CH7N2 overall (ωB97M-V/def2-TZVPD, the OMol25 dataset).

Results
Spin multiplicity: 2
DFT total energy, hartree: -151.6758
Total charge: 0
Expectation value of S²: 0.753
Energy relative to the best compared isomer or geometry (same formula, charge and spin), kJ/mol: 161.0

Atoms and positions in Å:
N1 1.230 -0.175 -1.259
H1 2.131 0.153 -1.574
H2 1.350 -1.168 -1.095
H3 0.544 -0.004 -1.986
H4 0.906 0.246 -0.214
C1 -1.424 0.103 0.713
N2 -0.060 0.087 0.888
H5 -2.096 0.595 1.419
H6 -1.799 -0.630 0.004
H7 0.258 0.762 1.561


[11]
# C41H44F3N3ORuS3Si

C41H44F3N3ORuS3Si as an isolated structure (ωB97M-V/def2-TZVPD, the OMol25 dataset).

Results
Spin multiplicity: 1
DFT total energy, hartree: -3706.9085
Total charge: 0
Energy relative to the best compared isomer or geometry (same formula, charge and spin), kJ/mol: 29.7

Atoms and positions in Å:
Ru1 0.121 0.127 0.341
S1 -3.090 0.164 1.785
C1 -2.336 -1.282 1.430
N1 -1.189 -1.472 0.751
C2 -0.894 -2.832 0.626
C3 0.209 -3.361 -0.017
C4 0.390 -4.732 -0.070
C5 -0.531 -5.591 0.524
C6 -1.647 -5.078 1.167
C7 -1.821 -3.703 1.207
S2 -3.098 -2.779 1.919
H1 0.930 -2.682 -0.419
H2 1.266 -5.138 -0.563
H3 -0.372 -6.662 0.493
H4 -2.365 -5.739 1.639
F1 4.888 1.974 0.116
C8 4.622 1.871 -1.198
F2 4.097 3.046 -1.602
F3 5.802 1.725 -1.832
C9 3.699 0.719 -1.496
C10 4.124 -0.335 -2.274
C11 3.253 -1.385 -2.538
C12 1.991 -1.342 -1.992
N2 1.562 -0.329 -1.231
C13 2.397 0.705 -0.977
S3 1.670 1.869 0.059
H5 5.130 -0.340 -2.673
H6 3.554 -2.228 -3.142
H7 1.285 -2.132 -2.203
C14 -0.652 3.466 3.548
C15 -1.100 3.497 2.115
C16 -1.629 4.649 1.539
C17 -2.071 4.683 0.220
C18 -2.648 5.943 -0.367
C19 -1.973 3.539 -0.559
C20 -1.427 2.360 -0.030
C21 -1.026 2.368 1.323
N3 -1.193 1.164 -0.689
C22 -1.723 0.870 -2.040
C23 -1.438 -0.592 -2.383
C24 -1.001 1.737 -3.079
C25 -3.254 1.023 -2.045
H8 -1.031 4.328 4.097
H9 0.438 3.472 3.618
H10 -1.006 2.559 4.043
H11 -1.716 5.545 2.146
H12 -2.677 6.744 0.370
H13 -3.667 5.778 -0.724
H14 -2.053 6.289 -1.215
H15 -2.301 3.589 -1.584
H16 -0.725 1.443 1.835
H17 -0.370 -0.809 -2.385
H18 -1.821 -0.780 -3.387
H19 -1.935 -1.268 -1.695
H20 0.080 1.637 -2.958
H21 -1.245 2.795 -3.034
H22 -1.269 1.373 -4.073
H23 -3.684 0.381 -1.275
H24 -3.630 0.702 -3.020
H25 -3.607 2.035 -1.868
C26 1.375 0.641 4.328
C27 2.730 0.060 3.888
C28 3.425 -0.511 5.134
C29 3.560 1.208 3.295
Si1 2.383 -1.286 2.629
O1 1.420 -0.772 1.439
C30 3.960 -1.971 1.832
C31 5.274 -1.681 2.209
C32 6.364 -2.268 1.574
C33 6.164 -3.177 0.546
C34 4.867 -3.497 0.162
C35 3.789 -2.899 0.798
C36 1.542 -2.737 3.474
C37 2.245 -3.882 3.858
C38 1.615 -4.929 4.519
C39 0.261 -4.849 4.812
C40 -0.459 -3.722 4.437
C41 0.177 -2.683 3.771
H26 1.537 1.502 4.989
H27 0.775 -0.090 4.878
H28 0.789 0.989 3.472
H29 3.527 0.274 5.894
H30 4.429 -0.890 4.925
H31 2.850 -1.330 5.575
H32 3.805 1.933 4.082
H33 3.005 1.736 2.515
H34 4.502 0.880 2.848
H35 5.469 -0.981 3.013
H36 7.370 -2.015 1.888
H37 7.011 -3.641 0.054
H38 4.697 -4.221 -0.628
H39 2.783 -3.176 0.499
H40 3.304 -3.964 3.631
H41 2.182 -5.808 4.803
H42 -0.232 -5.665 5.328
H43 -1.520 -3.655 4.653
H44 -0.411 -1.817 3.474


Asked for max |F| across the records above, the calculation gives 2.998, 2.736, 5.311, 1.257, 3.198, 3.851, 1.554, 5.724, 5.651, 2.945, 2.447 eV/Å in order.